Record 1
C37H39O3S3SeTc | ωB97M-V/def2-TZVPD

Each line ends with the Löwdin spin population.
Element x y z (Å)
Tc1 0.347 -0.494 -0.279  0.84
O1 1.338 -0.262 -2.022  -0.01
S1 1.030 -0.132 -3.525  0.00
C1 -0.808 -0.232 -3.572  0.00
C2 -1.394 1.155 -3.306  0.00
C3 -2.824 1.103 -2.756  0.00
C4 -2.983 0.482 -1.373  0.00
S2 -2.162 1.496 -0.078  0.00
O2 -0.673 1.263 -0.345  0.03
C5 -2.446 0.388 1.332  0.00
C6 -3.733 0.070 1.736  0.00
C7 -3.922 -0.663 2.899  0.00
C8 -2.832 -1.075 3.650  0.00
C9 -1.544 -0.779 3.228  0.00
C10 -1.348 -0.042 2.069  0.00
C11 1.446 -1.794 -4.104  0.00
C12 1.105 -2.189 -5.389  0.00
C13 1.513 -3.436 -5.840  0.00
C14 2.288 -4.248 -5.024  0.00
C15 2.635 -3.836 -3.746  0.00
C16 2.213 -2.603 -3.281  0.00
H1 -1.084 -0.950 -2.800  0.00
H2 -1.109 -0.615 -4.544  0.00
H3 -1.420 1.725 -4.234  0.00
H4 -0.752 1.698 -2.611  0.00
H5 -3.447 0.538 -3.455  0.00
H6 -3.211 2.121 -2.722  0.00
H7 -2.570 -0.522 -1.305  0.00
H8 -4.041 0.454 -1.124  0.00
H9 -4.589 0.408 1.173  0.00
H10 -4.923 -0.889 3.233  0.00
H11 -2.985 -1.594 4.583  0.00
H12 -0.691 -1.097 3.810  0.00
H13 -0.339 0.282 1.803  0.00
H14 0.536 -1.539 -6.035  0.00
H15 1.235 -3.768 -6.830  0.00
H16 2.639 -5.201 -5.389  0.00
H17 3.241 -4.472 -3.118  0.00
H18 2.492 -2.255 -2.295  0.00
O3 -1.021 -2.048 -0.480  0.01
S3 -1.577 -2.904 0.705  0.00
C17 -2.851 -3.937 -0.045  0.00
C18 -2.792 -4.444 -1.331  0.00
C19 -3.882 -5.150 -1.814  0.00
C20 -5.001 -5.349 -1.017  0.00
C21 -5.034 -4.859 0.281  0.00
C22 -3.958 -4.140 0.771  0.00
C23 -0.221 -4.046 1.024  0.00
C24 0.904 -4.072 0.218  0.00
C25 1.954 -4.908 0.565  0.00
C26 1.875 -5.684 1.713  0.00
C27 0.747 -5.633 2.521  0.00
C28 -0.310 -4.805 2.180  0.00
H19 -1.922 -4.289 -1.950  0.00
H20 -3.855 -5.546 -2.818  0.00
H21 -5.850 -5.889 -1.406  0.00
H22 -5.894 -5.026 0.911  0.00
H23 -3.966 -3.742 1.775  0.00
H24 0.949 -3.471 -0.686  0.00
H25 2.833 -4.949 -0.060  0.00
H26 2.700 -6.332 1.973  0.00
H27 0.694 -6.230 3.417  0.00
H28 -1.198 -4.743 2.791  0.00
C29 4.606 -0.078 7.980  0.03
C30 3.993 -0.220 6.647  0.12
C31 3.330 -1.394 6.267  0.04
C32 2.787 -1.560 5.012  0.02
C33 2.056 -2.834 4.731  0.00
C34 2.918 -0.509 4.070  0.14
Se1 2.363 -0.785 2.306  -0.29
C35 3.533 0.716 4.446  0.03
C36 3.661 1.867 3.506  0.00
C37 4.050 0.829 5.718  0.03
H29 4.368 -0.911 8.636  0.00
H30 4.304 0.858 8.452  0.01
H31 5.694 -0.019 7.878  0.01
H32 3.229 -2.198 6.980  0.00
H33 2.681 -3.679 5.006  0.00
H34 1.770 -2.946 3.685  0.00
H35 1.160 -2.877 5.349  0.00
H36 2.954 1.807 2.679  0.00
H37 4.667 1.898 3.086  0.00
H38 3.505 2.804 4.035  0.00
H39 4.520 1.758 6.010  0.00

Charge: +3
Spin multiplicity: 2
Kohn-Sham gap (spin up / spin down), eV: 5.31 / 4.98
Lowest unoccupied orbital energy (spin up / spin down), eV: -10.976 / -11.223
Highest occupied orbital energy (spin up / spin down), eV: -16.2891 / -16.2020
DFT total energy, Eh: -5334.729260
ΔE to the lowest compared entry with this formula, charge and spin, kJ/mol: 157.1

Record 2
HN4O2 | ωB97M-V/def2-TZVPD

Each line ends with the Löwdin spin population.
Element x y z (Å)
N1 2.287 1.442 0.331  0.02
N2 2.011 0.494 -0.212  0.00
N3 -1.001 -0.357 0.423  0.42
N4 -2.064 -0.247 0.009  0.45
O1 0.102 -0.636 0.035  0.47
O2 -3.219 -0.213 -0.010  0.63
H1 1.884 -0.482 -0.574  0.01

Charge: +1
Spin multiplicity: 3
Kohn-Sham gap (spin up / spin down), eV: 5.32 / 7.18
Lowest unoccupied orbital energy (spin up / spin down), eV: -7.005 / -7.871
Highest occupied orbital energy (spin up / spin down), eV: -12.3226 / -15.0478
DFT total energy, Eh: -369.459930

Record 3
C5H8N2O | ωB97M-V/def2-TZVPD

Each line ends with the Löwdin charge.
Element x y z (Å)
C1 0.993 0.980 -1.192  -0.02
C2 0.197 0.936 0.087  -0.45
N1 -1.140 0.644 0.022  0.08
C3 0.711 1.765 1.159  -0.15
N2 1.098 2.440 2.010  0.19
H1 -1.636 1.045 0.813  0.09
H2 0.835 1.966 -1.642  0.10
H3 2.060 0.840 -1.019  0.09
H4 0.617 0.237 -1.891  0.08
C4 -0.703 -1.942 -0.265  0.00
C5 -0.561 -0.902 0.825  -0.50
O1 -0.870 -0.992 1.986  0.06
H5 0.653 -0.421 0.631  0.18
H6 -1.766 -2.153 -0.370  0.10
H7 -0.309 -1.604 -1.217  0.07
H8 -0.178 -2.840 0.062  0.09

Kohn-Sham gap, eV: 8.67
Lowest unoccupied orbital energy, eV: -0.699
Highest occupied orbital energy, eV: -9.3659
DFT total energy, Eh: -379.937602
ΔE to the lowest compared entry with this formula, charge and spin, kJ/mol: 395.3

Which of these has the lowest DFT total energy? C37H39O3S3SeTc

The lowest DFT total energy belongs to which entry? C37H39O3S3SeTc